1.
DFT (wB97M-V/def2-TZVPD) results for a molecular structure, C4H11BClF4MgRh in a non-equilibrium geometry.

Structure (ORCA input):
```
! RIJCOSX wB97M-V def2-TZVPD def2/J DEFGRID3
* xyz -2 5
Rh 0.178 1.490 1.495
Cl -0.948 0.502 -0.190
Mg 0.029 -1.213 -1.526
F -1.476 2.730 2.593
F 0.771 3.396 2.722
F -0.932 5.006 2.518
F -0.390 3.542 0.737
C -0.618 -3.059 -0.594
C 2.119 -1.142 -1.883
C 0.960 0.171 2.626
C -1.220 -0.752 -3.240
B -0.534 3.753 2.181
H -2.235 -1.052 -2.946
H 1.779 0.671 3.176
H 2.623 -0.578 -2.700
H -1.196 0.345 -3.342
H -0.256 -4.000 -1.042
H -1.717 -3.053 -0.613
H 2.914 -1.800 -1.463
H -0.280 -2.988 0.453
H 1.280 -0.636 1.947
H -0.977 -1.220 -4.207
H 0.127 -0.114 3.298
*
```

The value obtained for the relative energy (zero: lowest compared OMol25 entry of this formula, charge and spin) is 0.0 kcal per mole. As for the molar mass: 308.60 g mol⁻¹. The LUMO energy (alpha / beta) comes out at 5.22 / 5.11 eV.

Results of the Mulliken charge analysis, in e, for atoms 1 through 6: 0.418, -0.517, 0.185, -0.365, -0.366, -0.324



2.
DFT (wB97M-V/def2-TZVPD) results for a molecular structure, C4H11BeN2S in a non-equilibrium geometry.

Structure (ORCA input):
```
! RIJCOSX wB97M-V def2-TZVPD def2/J DEFGRID3
* xyz -1 1
S 0.832 2.816 1.392
N -1.214 -1.635 0.662
N 0.367 0.478 0.466
C 1.624 0.366 1.068
C -0.163 1.722 0.558
C 2.042 1.539 1.624
C -0.615 -0.172 -2.098
Be -0.288 -0.724 -0.580
H -1.919 -1.015 1.075
H 0.264 0.497 -2.166
H -0.556 -1.892 1.403
H -1.450 0.435 -2.489
H 2.981 1.704 2.134
H 0.674 -1.663 -0.890
H -1.689 -2.482 0.337
H 2.145 -0.589 1.025
H -0.536 -1.032 -2.777
H -1.131 1.985 0.135
H -1.368 -0.337 -0.879
*
```

The value obtained for the relative energy (zero: lowest compared OMol25 entry of this formula, charge and spin) is 49.9 kcal per mole. As for the molar mass: 128.22 g mol⁻¹. The LUMO energy (alpha / beta) comes out at 2.72 / 2.72 eV.

Results of the Mulliken charge analysis, in e, for atoms 1 through 6: -0.193, 1.055, 1.384, -0.592, 0.175, -0.409



3.
DFT (wB97M-V/def2-TZVPD) results for 2 unconnected molecules or ions with the total composition C4H11BrS2Si in a non-equilibrium geometry.

Structure (ORCA input):
```
! RIJCOSX wB97M-V def2-TZVPD def2/J DEFGRID3
* xyz 0 3
Br -2.514 -2.358 -1.499
S 2.704 0.680 -1.701
S 0.482 -1.867 -3.619
Si -0.907 -0.896 -2.223
C -0.875 0.506 -0.891
C 0.507 0.506 2.720
C -0.479 0.818 1.591
C -0.456 -0.192 0.390
H -0.594 -2.664 -4.128
H -0.152 1.239 -1.209
H -0.078 1.780 1.150
H -1.892 0.707 -0.909
H 0.541 1.357 3.442
H -1.155 -1.028 0.681
H 0.303 -0.533 3.169
H 0.563 -0.374 0.393
H 4.029 1.185 -1.565
H -1.513 0.813 1.988
H 1.485 0.322 2.220
*
```

The value obtained for the relative energy (zero: lowest compared OMol25 entry of this formula, charge and spin) is 0.0 kcal per mole. As for the molar mass: 231.26 g mol⁻¹. The LUMO energy (alpha / beta) comes out at 0.18 / -2.92 eV.

Results of the Mulliken charge analysis, in e, for atoms 1 through 6: -0.272, -0.177, -0.296, 0.295, -0.804, -1.120



4.
DFT (wB97M-V/def2-TZVPD) results for a molecular structure, C4H11ClEuFNO3P2S in a non-equilibrium geometry.

Structure (ORCA input):
```
! RIJCOSX wB97M-V def2-TZVPD def2/J DEFGRID3
* xyz 3 7
Eu 1.669 -4.453 0.108
Cl -2.429 -1.299 -2.083
S -2.505 0.361 1.487
P -0.194 0.387 -0.212
P -2.843 0.632 -1.429
F -1.548 0.881 2.572
O -3.696 1.054 1.594
O -2.650 -1.042 1.484
O -2.017 1.531 -2.491
N -1.791 0.917 0.052
C 0.073 -1.405 0.175
C 2.237 1.537 -0.738
C 1.561 -1.780 0.511
C 1.106 1.500 0.378
H 3.210 1.258 -0.339
H 1.570 1.198 1.322
H 1.770 -2.854 0.199
H -1.786 2.396 -2.101
H 2.282 -1.159 -0.027
H 2.246 2.499 -1.244
H -0.201 -1.961 -0.733
H -0.545 -1.796 0.990
H 0.726 2.519 0.469
H 1.767 -1.733 1.586
H 1.988 0.813 -1.529
*
```

As for the molar mass: 421.57 g mol⁻¹. The LUMO energy (alpha / beta) comes out at -12.97 / -13.00 eV.

Results of the Mulliken charge analysis, in e, for atoms 1 through 6: 1.790, -0.155, 1.038, 0.137, 0.495, -0.142



5.
DFT (wB97M-V/def2-TZVPD) results for a molecular structure, C4H11ClF5InLaOTe in a non-equilibrium geometry.

Structure (ORCA input):
```
! RIJCOSX wB97M-V def2-TZVPD def2/J DEFGRID3
* xyz -1 1
La 1.960 -1.796 0.110
Te 4.896 -0.713 2.605
In -2.491 1.976 -0.590
Cl -0.455 -2.234 1.180
F 3.009 -3.570 -0.571
F 6.410 -0.099 3.762
F 2.350 -0.052 -1.123
F 4.324 -1.452 4.254
F 4.401 1.110 2.751
O 3.139 -1.082 1.925
C -3.198 1.889 1.485
C 0.287 -2.102 -2.482
C -3.654 0.586 -1.828
C -0.509 2.396 -1.042
H -2.711 2.673 2.077
H -0.238 -3.015 -2.179
H -0.223 -1.133 -2.448
H -2.936 0.909 1.906
H 0.152 3.000 -0.395
H 1.241 -2.199 -3.010
H -4.285 2.032 1.533
H -3.368 -0.443 -1.568
H -3.433 0.752 -2.889
H -4.728 0.722 -1.651
H 0.061 1.847 -1.812
*
```

As for the molar mass: 586.90 g mol⁻¹. The LUMO energy (alpha / beta) comes out at 1.66 / 1.17 eV.

Results of the Mulliken charge analysis, in e, for atoms 1 through 6: 1.792, 1.544, 0.760, -0.689, -0.690, -0.545



6.
DFT (wB97M-V/def2-TZVPD) results for a molecular structure, C4H11ClIrLaNO3 in a non-equilibrium geometry.

Structure (ORCA input):
```
! RIJCOSX wB97M-V def2-TZVPD def2/J DEFGRID3
* xyz 0 6
Ir 0.109 -0.007 0.209
La 2.925 0.481 -3.633
Cl 2.314 -1.549 -2.346
O -3.243 -0.008 2.532
O -2.334 -2.091 2.696
O -1.377 -0.559 1.104
N -2.550 -0.958 2.382
C 1.926 -0.515 0.788
C -0.721 1.675 0.487
C 4.787 1.682 -3.018
C 1.659 1.029 -5.477
H 2.255 -1.464 0.358
H 0.656 1.165 -4.966
H 2.575 0.326 0.542
H 4.860 2.521 -3.755
H 5.585 0.880 -3.091
H 2.130 1.952 -5.899
H 1.788 -0.593 1.872
H 4.478 1.964 -1.964
H -1.763 1.949 0.233
H -0.314 2.280 1.324
H 1.767 0.083 -6.090
*
```

The value obtained for the relative energy (zero: lowest compared OMol25 entry of this formula, charge and spin) is 91.5 kcal per mole. As for the molar mass: 487.71 g mol⁻¹. The LUMO energy (alpha / beta) comes out at -0.90 / -3.06 eV.

Results of the Mulliken charge analysis, in e, for atoms 1 through 6: 0.724, 0.792, -0.526, -0.423, -0.435, -0.574



7.
DFT (wB97M-V/def2-TZVPD) results for 2 unconnected molecules or ions with the total composition C4H11ClN2 in a non-equilibrium geometry.

Structure (ORCA input):
```
! RIJCOSX wB97M-V def2-TZVPD def2/J DEFGRID3
* xyz 0 1
Cl -2.840 0.177 0.881
N -1.801 -0.204 -0.407
N -1.945 -1.534 -0.819
C 0.356 1.390 1.143
C 0.766 0.820 -1.227
C 1.084 -0.997 0.545
C 0.427 0.283 0.142
H 1.383 1.589 1.658
H 1.822 -1.185 -0.373
H -0.206 1.201 -1.637
H 1.704 -0.951 1.443
H 1.252 0.193 -1.945
H 1.347 1.752 -1.085
H 0.303 -1.782 0.766
H -1.151 -1.844 -1.427
H -0.062 2.207 0.454
H -0.348 1.103 1.879
H -2.090 -2.217 0.008
*
```

The value obtained for the relative energy (zero: lowest compared OMol25 entry of this formula, charge and spin) is 71.9 kcal per mole. As for the molar mass: 122.60 g mol⁻¹. The LUMO energy (alpha / beta) comes out at 0.65 / 0.40 eV.

Results of the Mulliken charge analysis, in e, for atoms 1 through 6: -0.144, -0.013, -0.529, -1.381, -1.549, -1.112



8.
DFT (wB97M-V/def2-TZVPD) results for a molecular structure, C4H11ClN2O2V.

Structure (ORCA input):
```
! RIJCOSX wB97M-V def2-TZVPD def2/J DEFGRID3
* xyz 0 2
V -0.658 -0.370 0.032
Cl 0.663 -3.325 -0.702
O -0.626 1.719 0.593
O -0.681 0.965 -1.510
N 1.514 -0.376 0.465
N -2.776 -0.031 0.410
C -0.039 1.535 -0.534
C 1.444 1.793 -0.625
C 2.090 0.990 0.498
C -0.901 -2.438 -0.235
H 1.816 1.427 1.456
H -2.836 0.733 1.077
H -1.600 -2.708 -1.030
H 1.662 2.855 -0.504
H -3.066 0.358 -0.484
H -1.233 -2.972 0.663
H -3.418 -0.769 0.671
H 1.807 1.474 -1.603
H 1.791 -0.923 1.274
H 1.871 -0.909 -0.329
H 3.178 0.972 0.416
*
```

The value obtained for the relative energy (zero: lowest compared OMol25 entry of this formula, charge and spin) is 0.0 kcal per mole. As for the molar mass: 205.54 g mol⁻¹. The LUMO energy (alpha / beta) comes out at 0.33 / 0.30 eV.

Results of the Mulliken charge analysis, in e, for atoms 1 through 6: 0.329, -0.302, -0.642, -0.686, -0.463, -0.685



9.
DFT (wB97M-V/def2-TZVPD) results for 2 unconnected molecules or ions with the total composition C4H11ClNO3 in a non-equilibrium geometry.

Structure (ORCA input):
```
! RIJCOSX wB97M-V def2-TZVPD def2/J DEFGRID3
* xyz 1 1
Cl -2.868 -0.556 1.261
O -0.441 2.180 -0.887
O -2.371 -0.467 -1.167
O 1.481 -1.863 0.954
N 0.906 -0.431 -1.154
C 0.372 0.157 0.180
C 1.119 -0.552 1.364
C 0.333 1.644 0.152
C -1.869 -0.934 -0.042
H 1.336 -1.396 -0.786
H -1.398 -1.893 -0.096
H 0.384 -0.490 2.188
H 1.699 0.215 -1.585
H 0.048 2.115 1.112
H -0.104 2.937 -1.209
H 0.801 -2.396 1.168
H 2.018 0.073 1.643
H 0.177 -0.605 -1.942
H 1.389 2.046 -0.084
H -3.010 0.215 -1.070
*
```

The value obtained for the relative energy (zero: lowest compared OMol25 entry of this formula, charge and spin) is 83.5 kcal per mole. As for the molar mass: 156.59 g mol⁻¹. The LUMO energy (alpha / beta) comes out at -4.00 / -4.00 eV.

Results of the Mulliken charge analysis, in e, for atoms 1 through 6: -0.097, -0.474, -0.367, -0.602, -0.333, 0.172



10.
DFT (wB97M-V/def2-TZVPD) results for C4H11ClNOP in the gas phase in a non-equilibrium geometry.

Structure (ORCA input):
```
! RIJCOSX wB97M-V def2-TZVPD def2/J DEFGRID3
* xyz 0 1
Cl -0.873 2.167 -1.019
P -0.158 0.898 0.265
O 0.390 1.734 1.484
N 0.944 0.045 -0.578
C -1.835 -0.490 1.969
C -1.413 -0.449 0.568
C 2.398 0.313 -0.278
C 0.468 -0.427 -1.934
H -2.752 0.070 2.006
H 2.941 -0.641 -0.416
H 2.749 0.940 -1.152
H -1.103 -0.134 2.643
H -0.845 -1.296 0.280
H 2.622 0.825 0.638
H -0.614 -0.789 -1.667
H 1.032 -1.262 -2.430
H -2.127 -1.616 2.317
H -2.283 -0.334 -0.067
H 0.456 0.445 -2.630
*
```

The value obtained for the relative energy (zero: lowest compared OMol25 entry of this formula, charge and spin) is 16.3 kcal per mole. As for the molar mass: 155.57 g mol⁻¹. As for the SMILES: CC[P@](=O)(Cl)N(C)C. The LUMO energy comes out at 0.65 eV.

Results of the Mulliken charge analysis, in e, for atoms 1 through 6: -0.271, 0.916, -0.716, 0.021, -1.165, -0.582



11.
DFT (wB97M-V/def2-TZVPD) results for a molecular structure, C4H11ClNOPd2 in a non-equilibrium geometry.

Structure (ORCA input):
```
! RIJCOSX wB97M-V def2-TZVPD def2/J DEFGRID3
* xyz 2 6
Pd 2.068 2.583 -3.428
Pd 0.538 1.910 1.271
Cl 2.122 2.237 -0.875
O 1.039 -0.113 1.130
N -1.142 1.252 0.069
C 2.364 -0.655 1.102
C 0.127 -0.909 0.330
C -2.288 -0.769 -0.715
C -1.257 -0.198 0.388
H -1.769 -0.650 -1.666
H 2.879 -0.418 0.172
H -1.553 -0.273 1.435
H 3.013 -0.292 1.899
H -2.400 -1.848 -0.609
H 2.291 -1.742 1.070
H -1.228 1.414 -0.924
H -0.011 -1.919 0.718
H -3.239 -0.237 -0.753
H -2.114 1.529 0.058
H 0.559 -0.904 -0.670
*
```

As for the molar mass: 337.43 g mol⁻¹. The LUMO energy (alpha / beta) comes out at -8.34 / -11.50 eV.

Results of the Mulliken charge analysis, in e, for atoms 1 through 6: 0.586, 0.787, -0.171, -0.210, -0.301, -0.771



12.
DFT (wB97M-V/def2-TZVPD) results for a molecular structure, C4H11CsNO in a non-equilibrium geometry.

Structure (ORCA input):
```
! RIJCOSX wB97M-V def2-TZVPD def2/J DEFGRID3
* xyz 1 1
Cs -2.515 1.641 -3.091
O 0.545 -1.398 0.542
N -0.851 1.723 -0.630
C 1.442 1.256 -0.206
C 0.107 0.653 -0.579
C 0.060 -2.687 0.994
C -0.490 -0.402 0.367
H 0.228 0.106 -1.514
H -0.823 -0.053 1.345
H -1.115 1.954 0.317
H 1.848 2.067 -0.809
H -0.310 -2.474 1.997
H 2.162 0.465 0.005
H 0.946 -3.224 1.336
H -0.409 2.539 -1.029
H -1.412 -0.846 -0.009
H 1.202 1.777 0.721
H -0.615 -3.098 0.243
*
```

The value obtained for the relative energy (zero: lowest compared OMol25 entry of this formula, charge and spin) is 25.2 kcal per mole. As for the molar mass: 222.04 g mol⁻¹. The LUMO energy comes out at -3.65 eV.

Results of the Mulliken charge analysis, in e, for atoms 1 through 6: 0.994, -0.322, -0.626, -1.442, 0.450, -0.777